Version w
The following is a DFT calculation (ωB97M-V/def2-TZVPD) of 5 unconnected molecules or ions with the total composition C10H30O10.

Values from the calculation:
Orbital gap in Ha: 0.3734
LUMO energy in hartree: 0.015
SMILES string: OCCO.OCCO.OCCO.OCCO.OCCO
Highest occupied orbital energy in eV: -9.761
Charge: 0

Each line ends with the natural charge from an NBO analysis.
CARTESIAN COORDINATES (ANGSTROEM)
O 3.786 -5.489 -2.161  -0.740
C 3.994 -5.059 -0.815  -0.109
C 3.065 -3.941 -0.517  -0.106
O 1.669 -4.406 -0.808  -0.738
H 4.629 -5.806 -2.492  0.486
H 3.769 -5.887 -0.139  0.182
H 5.012 -4.708 -0.615  0.180
H 3.115 -3.038 -1.123  0.179
H 3.045 -3.734 0.552  0.192
H 1.934 -4.897 -1.599  0.474
O -0.455 1.534 -1.934  -0.751
C -0.484 0.092 -1.910  -0.086
C -0.726 -0.483 -0.530  -0.096
O 0.443 -0.580 0.250  -0.732
H -0.881 1.925 -1.165  0.479
H -1.271 -0.146 -2.628  0.183
H 0.465 -0.278 -2.301  0.176
H -1.117 -1.494 -0.759  0.165
H -1.507 -0.006 0.056  0.192
H 1.126 -1.149 -0.115  0.476
O 0.014 3.400 0.483  -0.737
C 1.043 4.281 0.892  -0.082
C 1.235 5.490 -0.008  -0.091
O 0.215 6.461 0.214  -0.728
H 0.416 2.641 0.050  0.475
H 0.860 4.598 1.921  0.181
H 2.008 3.753 0.909  0.158
H 1.176 5.147 -1.042  0.176
H 2.187 5.937 0.281  0.171
H -0.360 6.493 -0.553  0.474
O 0.001 -4.184 2.879  -0.762
C 0.440 -2.811 3.060  -0.105
C -0.205 -2.295 4.316  -0.088
O 0.393 -2.828 5.499  -0.717
H -0.181 -4.369 1.955  0.480
H 1.524 -2.876 3.162  0.175
H 0.049 -2.299 2.181  0.193
H -1.276 -2.530 4.284  0.168
H -0.141 -1.210 4.396  0.185
H 0.389 -3.784 5.399  0.470
O -2.673 3.634 -2.883  -0.724
C -3.825 3.760 -2.064  -0.086
C -4.566 2.469 -1.926  -0.096
O -3.646 1.466 -1.459  -0.752
H -2.247 2.799 -2.655  0.485
H -3.539 4.207 -1.103  0.165
H -4.467 4.512 -2.534  0.179
H -4.968 2.154 -2.889  0.174
H -5.349 2.625 -1.179  0.173
H -4.116 0.908 -0.835  0.477



Version x
The following is a DFT calculation (ωB97M-V/def2-TZVPD) of 5 unconnected molecules or ions with the total composition C10H30O10.

Values from the calculation:
Orbital gap in Ha: 0.3597
LUMO energy in hartree: 0.011
SMILES string: OCCO.OCCO.OCCO.OCCO.OCCO
Highest occupied orbital energy in eV: -9.488
Charge: 0

Each line ends with the natural charge from an NBO analysis.
CARTESIAN COORDINATES (ANGSTROEM)
O -2.818 -3.405 3.255  -0.720
C -1.351 -3.125 3.139  -0.083
C -0.888 -3.519 1.891  -0.112
O 0.475 -3.472 1.807  -0.656
H -3.000 -3.139 4.228  0.472
H -0.842 -2.017 3.526  0.162
H -0.835 -3.799 3.951  0.166
H -1.463 -2.946 1.016  0.130
H -1.202 -4.509 1.712  0.189
H 0.617 -2.729 2.091  0.448
O 2.584 0.827 -3.418  -0.719
C 3.030 -0.437 -3.644  -0.079
C 2.358 -1.223 -4.721  -0.092
O 2.928 -2.482 -4.941  -0.714
H 1.720 0.624 -2.808  0.492
H 4.043 -0.364 -3.674  0.169
H 2.719 -0.962 -2.868  0.137
H 2.130 -0.661 -5.623  0.174
H 1.375 -1.271 -4.581  0.152
H 2.964 -3.027 -4.213  0.466
O -5.051 0.963 -4.034  -0.699
C -4.073 1.692 -3.266  -0.072
C -3.612 0.731 -2.167  -0.075
O -2.499 1.283 -1.502  -0.723
H -4.988 1.289 -4.845  0.459
H -3.356 1.976 -3.807  0.155
H -4.355 2.663 -2.892  0.140
H -3.389 -0.164 -2.569  0.181
H -4.473 0.478 -1.685  0.165
H -2.791 2.245 -1.307  0.471
O 0.421 0.260 -1.265  -0.717
C 0.544 -0.653 -0.277  -0.049
C 1.353 0.084 0.821  -0.078
O 1.187 -0.624 2.034  -0.752
H -0.436 0.476 -1.165  0.486
H -0.191 -0.794 0.137  0.139
H 0.813 -1.550 -0.647  0.168
H 0.736 1.035 0.940  0.134
H 2.439 0.663 0.649  0.170
H 0.990 0.178 2.452  0.499
O 2.272 4.530 3.505  -0.745
C 2.221 3.063 3.810  -0.122
C 0.748 2.594 3.558  -0.091
O 0.744 1.188 4.060  -0.738
H 3.064 4.875 3.735  0.460
H 3.004 2.668 3.281  0.189
H 2.389 3.286 4.822  0.190
H 0.522 2.754 2.456  0.209
H -0.069 3.311 4.270  0.191
H 1.279 1.153 4.787  0.472



Each structure's energy above the most stable one, in kcal/mol: version w 0.0; version x 225.0.



Version w
The following is a DFT calculation (ωB97M-V/def2-TZVPD) of a gas-phase ion, C5H10NO (charge -1).

Values from the calculation:
Orbital gap in Ha: 0.2170
LUMO energy in hartree: 0.144
SMILES string: [O-]C[C@H]1CCCN1
Highest occupied orbital energy in eV: -1.990
Charge: -1

Each line ends with the natural charge from an NBO analysis.
CARTESIAN COORDINATES (ANGSTROEM)
O -1.164 1.444 2.409  -0.966
C -0.126 0.861 1.761  -0.003
C -0.533 -0.314 0.770  -0.078
C -0.983 0.353 -0.562  -0.452
C 0.154 0.316 -1.444  -0.398
C 1.015 -0.823 -1.029  -0.221
N 0.719 -1.060 0.402  -0.661
H 0.678 1.603 1.245  0.042
H 0.507 0.310 2.496  0.077
H -1.323 -0.959 1.289  0.182
H -1.786 -0.192 -0.930  0.184
H -1.363 1.392 -0.402  0.232
H -0.155 0.235 -2.623  0.178
H 0.828 1.236 -1.377  0.204
H 0.784 -1.759 -1.595  0.152
H 2.118 -0.582 -1.109  0.174
H 0.628 -2.062 0.700  0.352



Version x
The following is a DFT calculation (ωB97M-V/def2-TZVPD) of a gas-phase ion, C5H10NO (charge -1).

Values from the calculation:
Orbital gap in Ha: 0.2009
LUMO energy in hartree: 0.132
SMILES string: C=NCCCC[O-]
Highest occupied orbital energy in eV: -1.862
Charge: -1

Each line ends with the natural charge from an NBO analysis.
CARTESIAN COORDINATES (ANGSTROEM)
C -2.119 -1.111 1.422  -0.059
N -2.062 -1.524 0.168  -0.436
C -0.982 -1.047 -0.742  -0.234
C -0.032 -0.028 0.032  -0.417
C 1.045 0.539 -0.958  -0.412
C 1.896 1.396 0.032  -0.028
O 2.807 2.023 -0.843  -0.995
H -2.314 -1.670 2.303  0.152
H -1.972 -0.064 1.728  0.137
H -0.354 -1.991 -0.930  0.187
H -1.217 -0.654 -1.665  0.198
H -0.698 0.878 0.250  0.177
H 0.359 -0.440 0.991  0.194
H 1.626 -0.253 -1.369  0.181
H 0.559 1.206 -1.681  0.190
H 2.354 0.693 0.741  0.090
H 1.105 2.047 0.521  0.074



Each structure's energy above the most stable one, in kcal/mol: version w 0.0; version x 39.4.



Version w
The following is a DFT calculation (ωB97M-V/def2-TZVPD) of 2 unconnected molecules or ions with the total composition C3H12N2OS.

Values from the calculation:
Orbital gap in Ha: 0.3440
LUMO energy in hartree: 0.023
SMILES string: NC[C@@H](N)CS.O
Highest occupied orbital energy in eV: -8.724
Charge: 0

Each line ends with the natural charge from an NBO analysis.
CARTESIAN COORDINATES (ANGSTROEM)
N 1.393 -1.830 -0.019  -0.845
C 0.652 -0.767 -0.764  -0.222
C 0.152 0.556 -0.049  -0.077
N 1.298 1.476 0.103  -0.831
C -1.003 1.238 -0.777  -0.531
S -1.579 2.808 -0.026  -0.028
H 0.584 -2.447 0.219  0.376
H 1.987 -2.361 -0.722  0.364
H -0.323 -1.120 -1.405  0.155
H 1.313 -0.381 -1.512  0.178
H -0.079 0.324 0.983  0.182
H 1.584 1.875 -0.859  0.339
H 2.161 0.901 0.344  0.363
H -1.968 0.707 -0.768  0.234
H -0.646 1.295 -1.847  0.229
H -1.744 2.467 1.198  0.108
O -1.205 -1.806 1.672  -0.920
H -0.593 -1.375 2.139  0.460
H -1.984 -1.558 2.088  0.466



Version x
The following is a DFT calculation (ωB97M-V/def2-TZVPD) of 2 unconnected molecules or ions with the total composition C3H12N2OS.

Values from the calculation:
Orbital gap in Ha: 0.3584
LUMO energy in hartree: 0.019
SMILES string: NC[C@H](N)CS.O
Highest occupied orbital energy in eV: -9.245
Charge: 0

Each line ends with the natural charge from an NBO analysis.
CARTESIAN COORDINATES (ANGSTROEM)
N -1.697 2.132 -0.744  -0.816
C -0.850 1.813 0.433  -0.227
C 0.120 0.602 0.230  -0.067
N -0.429 -0.418 -0.613  -0.880
C 0.448 0.096 1.669  -0.492
S 2.158 -0.666 1.818  -0.074
H -1.461 1.431 -1.449  0.364
H -2.614 1.757 -0.502  0.342
H -1.465 1.718 1.329  0.183
H -0.168 2.634 0.686  0.188
H 1.021 0.966 -0.265  0.192
H -1.344 -0.796 -0.422  0.366
H 0.176 -1.183 -0.886  0.379
H -0.201 -0.723 1.953  0.220
H 0.427 0.959 2.327  0.211
H 2.544 -0.167 0.647  0.109
O -1.467 -2.423 -3.841  -0.947
H -0.807 -1.764 -3.519  0.477
H -2.194 -2.469 -3.212  0.470



Each structure's energy above the most stable one, in kcal/mol: version w 20.1; version x 0.0.



Version w
The following is a DFT calculation (ωB97M-V/def2-TZVPD) of 2 unconnected molecules or ions with the total composition C3H12N2OS.

Values from the calculation:
Orbital gap in Ha: 0.3556
LUMO energy in hartree: 0.030
SMILES string: NCNCCS.O
Highest occupied orbital energy in eV: -8.867
Charge: 0

Each line ends with the natural charge from an NBO analysis.
CARTESIAN COORDINATES (ANGSTROEM)
N 2.106 0.527 -0.247  -0.883
C 1.740 -0.500 0.780  -0.054
N 0.444 -1.103 0.516  -0.641
C -0.719 -0.261 0.876  -0.233
C -1.939 -0.822 0.125  -0.504
S -3.415 0.162 0.658  -0.063
H 2.582 1.310 0.190  0.361
H 2.782 0.207 -0.928  0.367
H 1.536 0.111 1.660  0.184
H 2.482 -1.295 0.800  0.184
H 0.366 -1.396 -0.450  0.358
H -0.512 0.783 0.646  0.178
H -0.896 -0.447 1.933  0.193
H -1.976 -1.878 0.376  0.223
H -1.875 -0.721 -0.949  0.231
H -3.234 1.048 -0.324  0.125
O 0.050 1.088 -2.029  -0.982
H 0.587 1.254 -1.213  0.495
H -0.107 1.932 -2.418  0.461



Version x
The following is a DFT calculation (ωB97M-V/def2-TZVPD) of 2 unconnected molecules or ions with the total composition C3H12N2OS.

Values from the calculation:
Orbital gap in Ha: 0.3572
LUMO energy in hartree: 0.024
SMILES string: NC[C@@H](N)CS.O
Highest occupied orbital energy in eV: -9.076
Charge: 0

Each line ends with the natural charge from an NBO analysis.
CARTESIAN COORDINATES (ANGSTROEM)
N -0.130 -1.458 -0.572  -0.818
C -0.688 -0.472 0.379  -0.230
C -0.296 0.968 0.158  -0.081
N -0.609 1.411 -1.213  -0.850
C -1.031 1.887 1.137  -0.508
S -0.020 3.374 1.450  -0.060
H 0.283 -0.938 -1.341  0.337
H 0.690 -1.863 -0.135  0.355
H -1.771 -0.564 0.365  0.186
H -0.409 -0.809 1.383  0.198
H 0.785 1.091 0.317  0.173
H -0.750 0.648 -1.856  0.359
H 0.131 2.000 -1.564  0.369
H -1.951 2.202 0.663  0.235
H -1.245 1.375 2.080  0.209
H -1.030 4.203 1.719  0.126
O 2.428 -4.618 -0.854  -0.934
H 2.287 -3.989 -1.567  0.468
H 3.325 -4.448 -0.550  0.467



Each structure's energy above the most stable one, in kcal/mol: version w 1.7; version x 0.0.



Version w
The following is a DFT calculation (ωB97M-V/def2-TZVPD) of C5H6S2 in the gas phase.

Values from the calculation:
Orbital gap in Ha: 0.3135
LUMO energy in hartree: -0.009
SMILES string: C#CCSC(C)=S
Highest occupied orbital energy in eV: -8.779
Charge: 0

Each line ends with the natural charge from an NBO analysis.
CARTESIAN COORDINATES (ANGSTROEM)
C -2.096 -0.994 -1.167  -0.230
C -1.414 -0.782 -0.207  -0.083
C -0.576 -0.657 0.953  -0.656
S -0.430 1.060 1.453  0.402
C 0.788 1.576 0.321  -0.302
C 1.460 0.251 -0.361  -0.684
S 1.397 3.099 0.232  0.039
H -3.121 -0.916 -1.947  0.287
H 0.350 -1.401 0.803  0.270
H -1.244 -1.008 1.726  0.264
H 2.180 0.656 -1.082  0.236
H 0.798 -0.346 -0.936  0.232
H 1.906 -0.538 0.212  0.226



Version x
The following is a DFT calculation (ωB97M-V/def2-TZVPD) of 2 unconnected molecules or ions with the total composition C5H6S2.

Values from the calculation:
Orbital gap (spin up / spin down) in Ha: 0.2615 / 0.2615
LUMO energy (spin up / spin down) in hartree: -0.051 / -0.051
Highest occupied orbital energy (spin up / spin down) in eV: -8.515 / -8.514
Charge: 0

Each line ends with the natural charge from an NBO analysis.
CARTESIAN COORDINATES (ANGSTROEM)
C 1.484 1.531 2.003  -0.521
C 1.170 1.595 0.845  -0.302
C -0.946 0.109 -0.529  -0.493
C -0.663 -1.188 0.250  -0.465
C 0.159 0.538 -1.417  -0.119
S 0.501 -2.135 -0.823  0.080
S 1.302 -0.621 -1.902  0.383
H 1.717 1.268 3.002  0.213
H -1.773 -0.393 -1.133  0.232
H -1.376 0.727 0.147  0.270
H -0.132 -0.971 1.162  0.245
H -1.464 -1.824 0.483  0.233
H 0.020 1.365 -2.087  0.243



Each structure's energy above the most stable one, in kcal/mol: version w 0.0; version x 46.5.